#1
Molecular formula: C7H10O2
Method: DFT, wB97M-V/def2-TZVPD

Computed properties:
HOMO level: -8.350 eV
LUMO: 0.6 eV
SMILES: C1#CCCOCOCC1
charge: 0

Geometry (Å):
C 0.393 -0.376 1.954
C 1.140 0.243 1.023
C 2.022 0.844 0.007
C 1.335 1.052 -1.494
O 0.194 0.215 -1.407
C -0.874 0.895 -0.829
O -1.712 -0.254 -0.552
C -1.306 -1.421 0.264
C -0.880 -1.358 1.714
H 2.927 0.138 -0.289
H 2.406 1.856 0.428
H 1.251 2.212 -1.739
H 2.059 0.876 -2.416
H -0.499 1.116 0.397
H -1.288 1.956 -1.223
H -0.793 -2.287 -0.193
H -2.380 -1.918 0.409
H -0.900 -2.279 2.445
H -1.618 -0.625 2.023

#2
Molecular formula: C7H10O2
Method: DFT, wB97M-V/def2-TZVPD

Computed properties:
HOMO level: -9.300 eV
LUMO: 0.9 eV
charge: 0

Geometry (Å):
C 0.680 -0.215 -2.291
C -0.030 -0.810 -1.060
C 0.833 0.007 0.843
C -1.001 0.573 1.500
C 0.046 -0.267 2.210
C -0.181 1.140 0.428
C -0.971 0.196 -0.553
H 1.283 0.692 -2.201
H 1.151 -1.126 -2.579
H -0.176 0.160 -3.036
H -0.504 -1.748 -1.287
H 1.959 0.172 1.118
H -1.862 0.715 2.241
H -0.067 -1.295 2.541
H 0.779 0.528 2.844
H 0.414 2.073 0.458
H -1.628 0.429 -1.505
O 1.044 -0.988 -0.222
O -1.768 -0.236 0.554

Most stable structure, least stable structure: #2, #1.

#1
Molecular formula: C6H10N
Method: DFT, wB97M-V/def2-TZVPD

Computed properties:
HOMO level: -14.985 eV
LUMO: -5.5 eV
charge: +1

Geometry (Å):
C 1.058 0.489 0.094
C 0.244 -0.346 1.073
C -1.025 1.536 0.177
C -1.007 0.081 0.292
C 2.368 0.096 -0.469
C -1.895 -0.723 -0.503
N 0.260 1.355 -0.500
H 0.621 -1.366 1.012
H 0.284 -0.146 2.169
H -1.814 2.004 -0.550
H -0.982 2.033 1.270
H 2.844 0.638 -1.290
H 2.404 -0.940 -0.537
H 3.229 0.276 0.268
H -2.729 -0.030 -0.810
H -2.071 -1.656 0.084
H -1.713 -1.064 -1.573

#2
Molecular formula: C6H10N
Method: DFT, wB97M-V/def2-TZVPD

Computed properties:
HOMO level (spin up / spin down): -13.126 / -13.513 eV
LUMO (spin up / spin down): -4.8 / -4.1 eV
charge: +1

Geometry (Å):
C 1.615 -0.451 0.324
C 2.034 0.971 -0.048
C -0.712 -1.784 0.034
C 0.179 -0.628 0.252
C -0.608 0.476 -0.182
C -1.664 1.384 0.250
N -0.684 -0.763 -1.010
H 2.018 -1.075 -0.499
H 2.058 -0.992 1.290
H 2.316 1.774 0.589
H 2.559 0.869 -1.062
H -0.402 -2.779 -0.126
H -1.579 -1.692 0.651
H -1.334 2.223 0.923
H -2.619 0.907 0.678
H -2.031 1.965 -0.698
H -0.295 -0.721 -1.940

#3
Molecular formula: C6H10N
Method: DFT, wB97M-V/def2-TZVPD

Computed properties:
HOMO level: -13.797 eV
LUMO: -4.6 eV
charge: +1

Geometry (Å):
C -2.160 0.197 -0.025
C -0.950 0.180 -0.046
C 1.242 1.034 0.003
C -3.584 0.254 -0.012
C 2.693 0.825 0.054
C 1.005 -1.808 -0.008
N 0.364 0.114 -0.016
H 0.879 2.062 -0.032
H -3.979 0.051 -1.009
H -3.978 -0.489 0.681
H -3.918 1.243 0.302
H 3.190 1.715 0.431
H 3.070 0.649 -0.957
H 2.967 -0.035 0.662
H 1.904 -1.748 -0.593
H 0.155 -2.267 -0.488
H 1.098 -1.977 1.052

#4
Molecular formula: C6H10N
Method: DFT, wB97M-V/def2-TZVPD

Computed properties:
HOMO level: -13.775 eV
LUMO: -4.0 eV
charge: +1

Geometry (Å):
C -1.702 1.382 0.607
C -0.489 1.525 -0.049
C 0.035 0.173 -0.575
C -0.168 -2.039 1.291
C 1.286 0.326 -1.386
C 0.505 -0.963 1.009
N -2.718 1.167 1.106
H -0.631 2.203 -0.904
H 0.251 1.981 0.620
H -0.733 -0.409 -1.069
H 0.114 -2.636 2.147
H -0.998 -2.403 0.711
H -3.600 1.019 1.550
H 1.690 -0.659 -1.607
H 2.047 0.896 -0.858
H 1.077 0.821 -2.335
H 1.348 -0.525 1.502

Most stable structure, least stable structure: #4, #2.

#1
Molecular formula: C6H10N
Method: DFT, wB97M-V/def2-TZVPD

Computed properties:
HOMO level (spin up / spin down): -12.968 / -12.357 eV
LUMO (spin up / spin down): -5.7 / -6.1 eV
charge: +1

Geometry (Å):
C 0.607 0.875 -0.833
C -0.475 0.072 -0.519
C -1.851 0.465 -0.653
C 0.383 -0.877 0.208
C -2.967 -0.156 0.109
C 2.702 0.402 0.665
N 1.507 -0.070 -0.187
H 0.865 1.924 -0.912
H -2.211 1.179 -1.345
H 0.431 -1.878 -0.106
H -2.705 -0.755 1.015
H -3.705 -0.832 -0.429
H -3.650 0.680 0.321
H 2.421 0.624 1.764
H 3.390 -0.389 0.575
H 3.315 1.169 0.324
H 1.849 -0.396 -1.135

#2
Molecular formula: C6H10N
Method: DFT, wB97M-V/def2-TZVPD

Computed properties:
HOMO level: -13.873 eV
LUMO: -3.9 eV
SMILES: [NH3+][C@@]12C=C[C@@H]1CC2
charge: +1

Geometry (Å):
N -1.931 -0.036 -0.297
C -0.482 -0.356 0.101
C 0.081 -1.668 0.696
C 1.175 -1.626 -0.052
C 0.781 -0.393 -0.833
C 1.419 0.816 -0.273
C 0.274 1.094 0.788
H -1.804 0.041 -1.388
H -2.186 0.935 0.097
H -2.647 -0.714 0.101
H -0.318 -2.176 1.582
H 2.190 -2.253 -0.146
H 0.642 -0.466 -1.980
H 1.487 1.706 -1.025
H 2.399 0.594 0.137
H 0.514 0.865 1.861
H -0.371 1.863 0.379

#3
Molecular formula: C6H10N
Method: DFT, wB97M-V/def2-TZVPD

Computed properties:
HOMO level: -14.808 eV
LUMO: -4.2 eV
charge: +1

Geometry (Å):
C 1.436 1.159 0.131
C 0.167 1.332 0.201
C 1.002 -1.020 1.107
C 1.565 -0.346 -0.010
C -1.090 2.015 -0.106
C -0.701 -1.523 -0.734
N 0.108 -0.643 0.006
H 2.191 1.893 -0.019
H 1.254 -2.084 1.329
H 1.093 -0.558 2.153
H 2.307 -0.687 -0.685
H -1.807 2.202 0.788
H -1.693 1.694 -1.043
H -0.803 3.127 -0.315
H -1.763 -1.708 -0.246
H -0.724 -1.044 -1.821
H -0.115 -2.442 -0.932

#4
Molecular formula: C6H10N
Method: DFT, wB97M-V/def2-TZVPD

Computed properties:
HOMO level: -14.849 eV
LUMO: -5.4 eV
charge: +1

Geometry (Å):
C 0.531 3.201 0.286
C 0.093 -0.529 -0.890
C -0.324 -0.977 0.228
C 0.521 0.113 -2.064
C -1.729 -0.914 0.694
C 0.809 -1.342 1.180
N 0.620 2.192 -0.247
H 0.424 4.159 0.707
H 1.079 0.969 -1.863
H -0.313 0.757 -2.319
H 1.185 -0.510 -2.793
H -2.050 -1.860 0.542
H -2.420 -0.223 0.284
H -1.704 -0.559 1.725
H 0.488 -1.253 2.304
H 1.730 -0.775 1.207
H 1.060 -2.450 1.019

Most stable structure, least stable structure: #2, #1.

#1
Molecular formula: C6H10N
Method: DFT, wB97M-V/def2-TZVPD

Computed properties:
HOMO level: -13.568 eV
LUMO: -5.2 eV
SMILES: C=C(C)C[N+]1=CC1
charge: +1

Geometry (Å):
C 1.162 -1.410 0.453
C 0.033 -1.190 -0.232
C -0.478 -1.895 -1.409
C -0.781 0.084 0.265
N -0.363 1.387 0.274
C -0.338 2.656 0.129
C 0.841 2.139 0.829
H 1.673 -2.342 0.397
H 1.404 -0.656 1.136
H -1.488 -2.189 -1.156
H 0.037 -2.708 -1.668
H -0.578 -1.160 -2.176
H -1.758 -0.088 -0.265
H -1.006 -0.120 1.373
H -0.947 3.508 -0.211
H 1.688 1.816 0.275
H 0.899 2.166 1.986

#2
Molecular formula: C6H10N
Method: DFT, wB97M-V/def2-TZVPD

Computed properties:
HOMO level (spin up / spin down): -12.529 / -13.022 eV
LUMO (spin up / spin down): -4.8 / -4.7 eV
SMILES: C=CC1=C[N@H+](C)C1
charge: +1

Geometry (Å):
C 2.912 0.394 -0.249
C 2.132 -0.610 -0.002
C 0.788 -0.445 0.266
C -0.649 -1.374 0.186
N -1.333 -0.131 0.545
C -2.349 0.236 -0.614
C -0.129 0.668 0.726
H 4.002 0.182 -0.443
H 2.595 1.420 0.018
H 2.541 -1.590 -0.376
H -0.964 -2.319 -0.382
H -1.919 -0.068 1.395
H -3.421 0.324 -0.293
H -1.994 1.193 -1.073
H -2.289 -0.561 -1.391
H 0.055 1.148 1.733
H 0.022 1.533 -0.046

#3
Molecular formula: C6H10N
Method: DFT, wB97M-V/def2-TZVPD

Computed properties:
HOMO level (spin up / spin down): -13.965 / -13.965 eV
LUMO (spin up / spin down): -5.6 / -5.6 eV
charge: +1

Geometry (Å):
C 2.193 0.736 -0.074
C 0.996 1.177 0.266
C 0.880 -1.177 0.596
C 1.824 -0.688 -0.434
C -2.255 0.277 0.250
C -1.074 -0.043 -0.672
N 0.124 -0.015 0.120
H 3.163 1.188 -0.096
H 0.602 2.108 0.629
H 0.382 -2.123 0.395
H 1.191 -1.088 1.638
H 1.841 -1.049 -1.452
H -2.296 -0.437 1.069
H -2.168 1.280 0.658
H -3.180 0.202 -0.317
H -1.009 0.692 -1.480
H -1.215 -1.039 -1.097

Most stable structure, least stable structure: #3, #2.

#1
Molecular formula: C5H6OS2
Method: DFT, wB97M-V/def2-TZVPD

Computed properties:
HOMO level: -8.847 eV
LUMO: -0.5 eV
SMILES: O=CC1(S)CC(=S)C1
charge: 0

Geometry (Å):
O 0.801 2.489 0.214
C 0.993 1.454 -0.398
C 0.514 0.078 -0.036
S 1.845 -1.262 0.076
C -0.537 -0.486 -1.068
C -1.658 -0.373 -0.002
S -3.292 -0.110 0.002
C -0.621 -0.150 1.107
H 1.468 1.341 -1.334
H 2.907 -0.614 0.926
H -0.534 -0.130 -2.148
H -0.404 -1.570 -1.077
H -0.461 -1.194 1.701
H -1.020 0.526 2.036

#2
Molecular formula: C5H6OS2
Method: DFT, wB97M-V/def2-TZVPD

Computed properties:
HOMO level: -9.038 eV
LUMO: -0.2 eV
SMILES: C#C[C@H](OC=S)SC
charge: 0

Geometry (Å):
C 1.785 -1.163 -2.420
C 1.233 -0.739 -1.347
C 0.822 0.002 -0.183
O -0.617 -0.060 0.022
C -0.868 -1.248 0.670
S -2.079 -1.757 1.647
S 0.935 1.730 -0.786
C 0.209 2.532 0.735
H 2.250 -1.793 -3.215
H 1.493 -0.095 0.638
H 0.116 -1.667 0.797
H -0.712 1.864 1.138
H 0.005 3.584 0.384
H 1.005 2.706 1.577

Most stable structure, least stable structure: #1, #2.